{
  "formula": "C25H48BiOP4",
  "method": "ωB97M-V/def2-TZVPD",
  "elements": ["Bi", "P", "P", "P", "H", "C", "C", "H", "C", "C", "C", "C", "C", "C", "C", "C", "C", "H", "H", "H", "H", "H", "H", "H", "H", "H", "H", "H", "H", "H", "H", "H", "H", "H", "H", "H", "H", "H", "H", "H", "H", "H", "H", "H", "H", "H", "C", "C", "C", "C", "C", "C", "O", "H", "H", "H", "H", "H", "H", "C", "P", "C", "C", "C", "C", "C", "C", "C", "H", "H", "H", "H", "H", "H", "H", "H", "H", "H", "H"],
  "xyz": [[-0.177, -0.018, 0.064], [1.720, -1.078, 1.924], [1.372, 2.361, -0.397], [-1.282, -2.483, -0.623], [-1.008, 2.063, -9.327], [-1.953, 1.519, -9.196], [-3.090, 2.159, -8.885], [-3.116, 3.248, -8.753], [3.097, -1.898, 1.049], [2.465, 0.187, 3.000], [1.016, -2.339, 3.019], [0.631, 3.443, -1.671], [1.734, 3.488, 0.994], [3.018, 1.980, -1.107], [-2.568, -2.317, -1.901], [-2.090, -3.405, 0.728], [-0.004, -3.586, -1.341], [-1.938, 0.440, -9.397], [-4.047, 1.627, -8.816], [3.850, -2.265, 1.763], [3.563, -1.181, 0.360], [2.696, -2.743, 0.470], [3.126, -0.287, 3.742], [1.673, 0.738, 3.525], [3.044, 0.893, 2.385], [1.679, -3.213, 3.005], [0.008, -2.636, 2.699], [0.952, -1.916, 4.027], [1.116, 4.429, -1.658], [-0.445, 3.548, -1.484], [0.751, 2.974, -2.655], [2.742, 3.914, 0.894], [1.667, 2.948, 1.946], [0.989, 4.294, 0.988], [3.530, 2.884, -1.470], [2.862, 1.290, -1.946], [3.633, 1.477, -0.346], [-3.185, -3.225, -1.892], [-2.100, -2.178, -2.882], [-3.183, -1.430, -1.703], [-2.879, -4.056, 0.325], [-2.546, -2.685, 1.421], [-1.355, -4.008, 1.276], [-0.445, -4.426, -1.899], [0.640, -3.975, -0.538], [0.615, -2.991, -2.025], [-1.419, 0.777, -3.210], [-0.188, 0.341, -3.804], [-0.124, 0.137, -5.172], [-1.225, 0.416, -5.979], [-2.428, 0.869, -5.419], [-2.535, 1.070, -4.054], [-1.568, 0.890, -1.928], [1.060, -0.538, -1.190], [0.669, 0.163, -3.157], [0.805, -0.222, -5.595], [-1.155, 0.317, -7.053], [-3.291, 1.081, -6.043], [-3.446, 1.432, -3.566], [-3.961, 0.579, 2.074], [-2.180, 0.936, 1.901], [-2.090, 2.693, 1.449], [-1.579, 0.793, 3.621], [-1.802, -0.451, 4.237], [-1.342, -0.706, 5.525], [-0.653, 0.292, 6.224], [-0.365, 1.506, 5.595], [-0.798, 1.754, 4.285], [-4.450, 0.735, 1.100], [-4.441, 1.219, 2.829], [-4.073, -0.475, 2.375], [-2.733, 3.287, 2.116], [-1.040, 3.021, 1.510], [-2.414, 2.823, 0.403], [-2.341, -1.234, 3.694], [-1.521, -1.680, 5.981], [-0.325, 0.109, 7.254], [0.203, 2.278, 6.132], [-0.544, 2.709, 3.798]],
  "mulliken_charge": [1.14, 0.80, 0.85, 0.78, 0.30, -0.62, -0.50, 0.26, -1.17, -0.94, -0.94, -1.29, -1.31, -1.19, -1.29, -1.09, -1.21, 0.31, 0.29, 0.47, 0.31, 0.29, 0.49, 0.05, 0.35, 0.48, 0.06, 0.37, 0.51, 0.28, 0.34, 0.45, 0.21, 0.52, 0.46, 0.32, 0.35, 0.56, 0.32, 0.31, 0.49, 0.19, 0.38, 0.44, 0.33, 0.33, -0.11, 0.31, -0.87, -0.25, -0.39, -0.41, -0.49, 0.02, 0.28, 0.47, 0.31, 0.45, 0.46, -1.27, 0.85, -1.09, 0.93, -0.71, -0.79, -0.51, -0.60, -0.50, 0.44, 0.45, 0.43, 0.50, 0.09, 0.30, 0.15, 0.48, 0.42, 0.44, 0.40],
  "de_lowest_ev": 0.000,
  "total_charge": 3,
  "orbital_gap_ev": [4.1, 5.3],
  "spin_multiplicity": 1,
  "mol_weight_g_mol": 697.534
}


{
  "formula": "C25H48Br2NO3",
  "method": "ωB97M-V/def2-TZVPD",
  "elements": ["C", "C", "C", "C", "C", "C", "C", "C", "C", "C", "C", "C", "C", "C", "C", "C", "C", "C", "C", "N", "C", "C", "Br", "C", "Br", "H", "H", "H", "H", "H", "H", "H", "H", "H", "H", "H", "H", "H", "H", "H", "H", "H", "H", "H", "H", "H", "H", "H", "H", "H", "H", "H", "H", "H", "H", "H", "H", "H", "H", "H", "H", "H", "H", "H", "H", "H", "H", "C", "O", "C", "O", "O", "C", "H", "H", "H", "H", "H", "H"],
  "xyz": [[2.158, 0.983, 3.978], [1.306, 0.196, 2.983], [1.153, 0.871, 1.614], [2.469, 1.318, 0.955], [2.886, 0.529, -0.294], [1.852, 0.542, -1.434], [0.903, -0.655, -1.522], [1.556, -2.034, -1.327], [0.800, -3.175, -2.012], [-0.703, -3.128, -1.744], [-1.057, -3.573, -0.322], [-2.378, -2.963, 0.138], [-2.723, -3.238, 1.605], [-3.478, -2.072, 2.246], [-4.625, -1.533, 1.389], [-5.569, -0.609, 2.149], [-4.894, 0.619, 2.771], [-5.089, 1.912, 1.978], [-4.675, 1.790, 0.531], [-5.372, 2.681, -0.456], [-4.726, 2.765, -1.555], [-3.427, 2.042, -1.449], [-2.071, 2.956, -2.462], [-3.236, 2.109, 0.074], [-1.833, 1.048, 0.790], [2.155, 2.048, 3.752], [3.200, 0.667, 3.922], [1.839, 0.822, 5.004], [0.300, 0.075, 3.396], [1.684, -0.819, 2.852], [0.623, 0.176, 0.965], [0.499, 1.738, 1.737], [3.294, 1.264, 1.664], [2.395, 2.371, 0.677], [3.793, 1.004, -0.672], [3.183, -0.474, 0.010], [2.363, 0.698, -2.382], [1.242, 1.439, -1.282], [0.451, -0.651, -2.520], [0.067, -0.541, -0.831], [2.593, -1.981, -1.654], [1.592, -2.255, -0.257], [1.174, -4.121, -1.608], [1.009, -3.214, -3.082], [-1.212, -3.796, -2.441], [-1.083, -2.122, -1.905], [-1.118, -4.662, -0.291], [-0.278, -3.272, 0.382], [-3.182, -3.339, -0.498], [-2.290, -1.885, -0.038], [-1.802, -3.370, 2.174], [-3.309, -4.154, 1.670], [-2.748, -1.272, 2.391], [-3.886, -2.366, 3.214], [-4.202, -0.997, 0.535], [-5.199, -2.368, 0.982], [-6.130, -1.169, 2.893], [-6.311, -0.250, 1.423], [-5.319, 0.791, 3.758], [-3.829, 0.468, 2.933], [-4.519, 2.718, 2.443], [-6.150, 2.172, 2.012], [-4.896, 0.785, 0.156], [-6.246, 3.146, -0.236], [-5.093, 3.340, -2.394], [-3.517, 1.011, -1.796], [-3.036, 3.152, 0.319], [5.996, 0.655, -4.178], [7.364, 1.056, -4.141], [7.726, 1.652, -3.005], [7.008, 1.861, -2.062], [9.012, 1.972, -3.095], [9.542, 2.622, -1.936], [5.834, 0.192, -5.147], [5.783, -0.068, -3.392], [5.341, 1.518, -4.076], [9.463, 1.976, -1.065], [9.021, 3.559, -1.751], [10.587, 2.819, -2.156]],
  "mulliken_charge": [-1.34, -0.60, 1.69, -1.10, -0.61, -1.07, 0.45, -0.51, -1.34, -0.52, -0.72, 0.24, -1.02, -0.33, 0.10, -1.20, -0.40, -1.13, 0.42, -0.02, -0.27, -0.32, -0.02, -0.37, 0.25, 0.32, 0.33, 0.39, 0.22, 0.36, -1.40, 0.29, 0.43, 0.34, 0.23, 0.45, 0.43, 0.22, 0.73, -0.74, 0.49, 0.25, 0.37, 0.38, 0.51, 0.18, 0.40, 0.28, 0.27, -0.33, 0.42, 0.37, -0.04, 0.40, -0.21, 0.48, 0.40, 0.47, 0.37, 0.37, 0.30, 0.43, -0.17, 0.33, 0.47, 0.39, 0.52, -0.64, -0.32, 0.81, -0.55, -0.33, -0.62, 0.28, 0.27, 0.28, 0.29, 0.29, 0.22],
  "total_charge": 1,
  "orbital_gap_ev": 7.4,
  "spin_multiplicity": 1,
  "mol_weight_g_mol": 570.471
}